The following is a DFT calculation (the ωB97M-V functional and the def2-TZVPD basis) of an isolated molecule of C3H4N2.

The energy above the lowest of the compared OMol25 structures with the same formula, charge and spin comes out at 122.50 kcal per mole. As for the HOMO-LUMO gap: 9.669 eV. The total charge is 0. The LUMO energy is 1.00 eV. For the HOMO energy, the calculation gives -0.319 hartree. The value obtained for the total energy is -6150.5889 eV.

Cartesian coordinates (Å):
N 0.693 -0.892 -0.684
C 1.476 0.142 -0.477
C 0.220 0.931 0.023
C -0.749 -0.197 -0.189
N -0.499 0.303 1.102
H 0.099 1.993 -0.099
H -1.833 -0.205 -0.474
H 0.635 -1.835 -1.022
H -0.044 -0.240 1.819